115
Properties=species:S:1:pos:R:3:forces:R:3 method="wB97M-V/def2-TZVPD" s2=6.059 charge=+2 total_energy_ha=-5798.07507 lumo_energy_ev="-5.53 / -5.74" spin_multiplicity=5 orbital_gap_ev="6.009 / 5.982"
Co 0.004641 -1.525838 0.153500 -0.3 -0.7 -0.3
C 5.960372 0.098231 -0.476176 0.0 0.0 0.0
C 5.128978 -0.664509 -1.289603 0.1 0.0 0.1
C 3.983931 -1.237837 -0.761036 0.0 0.0 0.0
C 3.662419 -1.064757 0.584800 -0.1 0.0 -0.1
C 4.511381 -0.321480 1.398048 0.1 0.0 0.0
C 5.653876 0.264288 0.866775 0.0 0.0 0.0
P 2.107553 -1.806706 1.179975 0.2 0.4 0.2
C 1.741563 -0.892274 2.708868 0.0 -0.2 0.0
C 1.557225 -1.547993 3.888037 -0.1 -0.1 0.1
C 1.021003 -0.916503 5.030167 0.0 0.0 -0.1
C 0.547576 0.407986 4.935985 0.0 0.0 0.0
C 0.707932 1.118532 3.795404 0.1 0.0 0.1
C 1.491668 0.579330 2.662018 0.0 0.2 0.0
C 2.549143 -3.525186 1.574369 -0.2 -0.1 -0.1
C 3.888039 -3.735963 1.804140 0.1 0.0 0.1
C 4.437684 -5.025101 1.906361 0.0 0.0 0.0
C 3.626243 -6.101743 1.736878 -0.1 0.0 0.0
C 2.232227 -5.945892 1.531708 0.0 -0.1 0.0
C 1.435598 -7.110335 1.414698 0.0 0.0 0.0
C 0.084486 -7.013148 1.280985 0.0 0.1 0.0
C -0.513999 -5.742484 1.275853 0.0 -0.1 0.0
C 0.221366 -4.585788 1.370384 0.1 0.1 -0.1
C 1.648383 -4.649401 1.476793 0.0 0.1 0.0
H 6.856626 0.543244 -0.885787 0.0 0.0 0.0
H 5.381746 -0.816590 -2.330234 0.0 0.0 0.0
H 3.333527 -1.831164 -1.396071 0.0 0.0 0.0
H 4.296969 -0.214937 2.454877 0.0 0.0 0.0
H 6.312626 0.835464 1.506736 0.0 0.0 0.0
H 1.782093 -2.607227 3.934796 0.0 0.0 0.0
H 0.908618 -1.471298 5.948875 0.0 0.0 0.0
H 0.031493 0.852987 5.774692 0.0 0.0 0.0
H 0.335599 2.128303 3.693614 0.0 0.0 0.0
H 2.444795 1.133294 2.603754 0.0 0.0 -0.1
H 4.562351 -2.895204 1.891566 0.0 0.0 0.0
H 5.496961 -5.144302 2.082214 0.0 0.0 0.0
H 4.029779 -7.105461 1.767408 0.0 0.0 0.0
H 1.923704 -8.075116 1.451654 0.0 0.0 0.0
H -0.530798 -7.899299 1.208693 0.0 0.0 0.0
H -1.591101 -5.660486 1.218051 0.0 0.0 0.0
C 2.450459 7.432271 1.535971 0.0 0.0 0.0
C 2.253058 5.977077 1.234844 0.0 0.0 0.0
C 3.311315 5.189888 0.791055 0.0 -0.1 0.0
C 3.127098 3.847762 0.500146 -0.1 0.1 0.0
C 1.853052 3.305458 0.637831 -0.2 0.1 0.0
C 0.776788 4.062631 1.100410 0.1 0.0 0.1
C 0.991010 5.391651 1.394555 0.0 0.0 0.0
S 1.738384 1.605984 0.276998 0.1 -0.1 0.1
O 0.760603 1.009964 1.399165 0.0 -0.2 -0.2
C 0.827360 1.338376 -1.219993 0.4 0.0 -0.1
C 1.739597 0.942745 -2.239245 -0.2 0.0 0.0
C 1.298076 0.756655 -3.511251 -0.1 0.0 0.1
C -0.078576 0.894899 -3.814199 0.1 -0.1 0.0
C -0.564695 0.651243 -5.122506 0.0 0.0 0.0
C -1.897200 0.750779 -5.397869 0.0 0.0 0.0
C -2.808883 1.092765 -4.372920 0.0 0.0 0.0
C -2.369300 1.345499 -3.105472 0.0 0.0 0.0
C -0.985178 1.260025 -2.788734 -0.1 -0.1 0.0
C -0.508423 1.539020 -1.467998 -0.1 -0.1 0.0
C -1.486912 2.161069 -0.531691 -0.1 0.1 -0.1
C -1.772026 3.550019 -0.754553 0.1 0.0 -0.1
C -1.048428 4.326595 -1.698006 0.0 -0.1 0.0
C -1.334856 5.647897 -1.879720 -0.1 0.1 0.1
C -2.361185 6.269064 -1.133809 0.1 0.0 -0.1
C -3.067385 5.549742 -0.215404 0.0 -0.1 0.0
C -2.788211 4.177507 -0.001160 -0.1 0.0 0.0
C -3.515298 3.422663 0.956705 0.0 0.0 0.0
C -3.240053 2.107530 1.155684 0.1 0.1 0.0
C -2.225910 1.478231 0.391969 -0.2 0.0 0.1
S -1.916952 -0.224194 0.836333 0.5 0.3 0.5
O -1.629500 -0.200512 2.293645 -0.3 0.0 -0.3
C -3.506902 -0.954942 0.589181 0.0 -0.1 0.0
C -4.204729 -1.374248 1.707815 0.0 0.0 -0.1
C -5.430425 -1.997869 1.525793 0.0 0.0 0.0
C -5.948522 -2.218688 0.254075 0.0 0.0 0.0
C -7.259045 -2.927345 0.069758 0.0 0.0 0.0
C -5.210701 -1.793821 -0.853354 0.0 0.0 0.0
C -3.987922 -1.170910 -0.694712 0.0 0.1 0.0
H 3.502035 7.673174 1.671798 0.0 0.0 0.0
H 1.905713 7.725297 2.432068 0.0 0.0 0.0
H 2.072359 8.038157 0.710539 0.0 0.0 0.0
H 4.295192 5.627107 0.688375 0.0 0.0 0.0
H 3.955207 3.230979 0.174267 0.0 0.0 0.0
H -0.191873 3.613076 1.252565 0.0 -0.1 0.0
H 0.169095 5.992865 1.761037 0.0 0.0 0.0
H 2.780826 0.792549 -1.991081 0.1 0.0 0.0
H 1.988755 0.476245 -4.295492 0.0 0.0 0.0
H 0.141739 0.384964 -5.897524 0.0 0.0 0.0
H -2.260776 0.570510 -6.399978 0.0 0.0 0.0
H -3.864190 1.164031 -4.597785 0.0 0.0 0.0
H -3.081937 1.608029 -2.335044 0.0 0.0 0.0
H -0.254055 3.871390 -2.275125 0.0 0.0 0.0
H -0.771391 6.226643 -2.598443 0.0 0.0 0.0
H -2.586094 7.313608 -1.297178 0.0 0.0 0.0
H -3.855442 6.014814 0.361795 0.0 0.0 0.0
H -4.299525 3.908653 1.522110 0.0 0.0 0.0
H -3.785091 1.530470 1.889105 0.0 0.0 0.0
H -3.783054 -1.226310 2.691979 0.0 0.0 0.0
H -5.990797 -2.325586 2.391452 0.0 0.0 0.0
H -7.901398 -2.803392 0.939320 0.0 0.0 0.0
H -7.095250 -3.997317 -0.069553 0.0 0.0 0.0
H -7.788522 -2.558098 -0.807094 0.0 0.0 0.0
H -5.605218 -1.956179 -1.847940 0.0 0.0 0.0
H -3.428523 -0.837914 -1.561828 0.0 0.0 0.0
S -0.734231 -3.105315 1.523268 0.0 0.1 0.2
C -0.161402 -2.398430 -1.711036 -0.1 0.2 0.0
N -0.971388 -2.087959 -2.692742 0.1 -0.1 -0.1
C -1.025800 -2.944450 -3.889706 0.0 0.0 0.0
C -0.383962 -4.268132 -3.485931 0.0 0.0 0.0
S 0.603917 -3.896268 -1.994826 0.1 0.0 0.0
H -1.435814 -1.192889 -2.708246 -0.1 0.1 0.0
H -0.481684 -2.455016 -4.700986 0.0 0.0 0.0
H -2.062244 -3.075125 -4.197142 0.0 0.0 0.0
H 0.264792 -4.664938 -4.261178 0.0 0.0 0.0
H -1.123786 -5.019399 -3.216881 0.0 0.0 0.0